{
  "formula": "C19H27BCrNO2P",
  "method": "the ωB97M-V functional and the def2-TZVPD basis",
  "symbols": ["C", "C", "C", "C", "C", "C", "C", "C", "N", "Cr", "C", "P", "H", "H", "H", "H", "H", "H", "H", "H", "C", "C", "H", "C", "C", "H", "H", "H", "H", "H", "H", "H", "H", "H", "H", "H", "H", "H", "H", "O", "B", "O", "C", "C", "C", "C", "C", "C", "H", "H", "H", "H"],
  "xyz": [[-1.587, 0.900, -3.894], [-0.392, 0.205, -3.705], [0.086, -0.031, -2.405], [-0.643, 0.408, -1.314], [-1.849, 1.080, -1.499], [-2.345, 1.297, -2.788], [1.368, -0.803, -2.205], [2.274, -0.316, -1.043], [3.160, 0.745, -1.458], [0.212, 0.290, 0.543], [-2.565, 1.611, -0.277], [-1.210, 1.907, 0.943], [0.198, -0.152, -4.558], [-3.300, 1.802, -2.899], [-1.936, 1.124, -4.896], [-3.252, 0.876, 0.171], [-3.104, 2.556, -0.450], [1.173, -1.865, -1.982], [1.991, -0.774, -3.115], [1.779, -0.034, -0.063], [-1.983, 2.425, 2.456], [-0.452, 3.426, 0.279], [2.933, -1.142, -0.744], [2.548, 2.009, -1.796], [4.308, 0.906, -0.590], [-0.204, 0.008, 2.232], [3.332, 2.690, -2.146], [1.804, 1.898, -2.587], [2.059, 2.492, -0.927], [4.984, 1.661, -1.004], [4.020, 1.224, 0.430], [4.845, -0.048, -0.511], [-1.225, 4.204, 0.290], [0.402, 3.692, 0.915], [-0.097, 3.250, -0.743], [-2.639, 3.283, 2.227], [-2.565, 1.601, 2.896], [-1.200, 2.730, 3.169], [0.639, 0.097, 2.190], [0.861, -2.650, 1.059], [-0.118, -1.741, 0.492], [-1.346, -2.456, 0.373], [-1.225, -3.487, 1.251], [-2.280, -3.963, 1.990], [-2.012, -4.262, 3.334], [-0.705, -4.252, 3.825], [0.393, -4.007, 2.991], [0.106, -3.559, 1.721], [-3.288, -3.957, 1.578], [-2.855, -4.474, 3.992], [-0.515, -4.427, 4.888], [1.418, -3.995, 3.361]],
  "lowdin_spin": [0.028, -0.005, 0.025, -0.024, 0.019, -0.006, 0.011, 0.030, 0.004, 3.450, 0.013, 0.104, -0.001, -0.001, 0.002, 0.002, 0.001, 0.001, 0.001, 0.040, 0.002, 0.052, 0.001, 0.008, 0.002, 0.055, 0.000, 0.000, 0.007, 0.000, 0.002, 0.000, 0.008, 0.005, 0.002, -0.001, 0.000, 0.001, 0.085, 0.015, 0.045, 0.013, 0.001, 0.000, 0.000, 0.001, 0.000, 0.001, 0.000, 0.000, 0.000, 0.000],
  "total_charge": 0,
  "orbital_gap_ev": [7.0, 7.2],
  "multiplicity": 5,
  "e_homo_ev": [-6.619, -7.542],
  "e_lumo_ev": [0.35, -0.34]
}

{
  "formula": "C18H18N3",
  "method": "the ωB97M-V functional and the def2-TZVPD basis",
  "symbols": ["C", "C", "N", "C", "C", "C", "C", "C", "C", "C", "C", "C", "C", "C", "C", "C", "C", "C", "H", "H", "H", "H", "H", "H", "H", "H", "H", "H", "H", "H", "H", "H", "H", "H", "C", "N", "N", "H", "H"],
  "xyz": [[0.299, -2.660, 3.236], [-0.088, -2.542, 1.821], [-1.179, -3.147, 1.259], [-2.188, -3.869, 1.993], [-1.222, -2.938, -0.122], [-0.086, -2.160, -0.470], [0.039, -1.789, -1.817], [-0.921, -2.246, -2.742], [-2.029, -3.012, -2.368], [-2.193, -3.330, -1.029], [0.619, -1.930, 0.796], [1.826, -1.148, 1.042], [2.807, -1.259, -0.150], [2.894, -2.330, -1.067], [3.831, -2.274, -2.106], [4.721, -1.202, -2.247], [4.689, -0.184, -1.262], [3.822, -0.280, -0.175], [1.335, -2.316, 3.330], [-0.337, -2.025, 3.875], [0.210, -3.713, 3.545], [-2.969, -4.186, 1.288], [-1.775, -4.749, 2.510], [-2.641, -3.226, 2.762], [0.901, -1.182, -2.141], [-0.799, -1.999, -3.778], [-2.766, -3.343, -3.100], [-3.069, -3.840, -0.647], [2.345, -1.308, 1.966], [2.202, -3.143, -1.075], [3.902, -3.057, -2.845], [5.486, -1.116, -3.038], [5.373, 0.682, -1.270], [3.859, 0.472, 0.648], [1.467, 0.317, 1.335], [0.644, 0.971, 2.578], [0.151, 1.542, 3.438], [0.758, 0.567, 0.541], [2.360, 0.935, 1.459]],
  "mulliken_charge": [-1.742, 0.210, 0.182, -0.906, 0.170, 0.729, 0.058, -1.036, -0.733, -1.021, 0.460, 0.000, 0.522, -0.351, -0.674, -0.579, -0.680, -0.487, 0.362, 0.316, 0.459, 0.309, 0.288, 0.320, 0.492, 0.426, 0.414, 0.255, 0.614, 0.622, 0.438, 0.380, 0.347, 0.160, -0.389, 0.516, -0.189, 0.439, 0.299],
  "smiles": "Cc1c([C@H](C[N+]#N)c2ccccc2)c2ccccc2n1C",
  "total_charge": 1,
  "orbital_gap_ev": 5.7,
  "e_homo_ev": -10.736,
  "e_lumo_ev": -5.07
}

{
  "formula": "C3H6F3N4",
  "method": "the ωB97M-V functional and the def2-TZVPD basis",
  "symbols": ["C", "C", "C", "N", "N", "N", "N", "F", "F", "F", "H", "H", "H", "H", "H", "H"],
  "xyz": [[0.422, 1.851, -1.435], [1.275, 0.611, 0.261], [-0.653, -2.905, 1.870], [1.867, 1.597, -1.548], [2.244, 0.964, -0.537], [0.047, 1.065, -0.197], [-1.181, 0.317, -0.121], [-0.390, -4.022, 1.180], [-1.179, -2.016, 0.919], [0.511, -2.330, 2.240], [0.210, 2.925, -1.249], [-0.071, 1.496, -2.409], [1.524, 0.204, 1.299], [-1.835, 0.811, -0.693], [-1.643, 0.128, 0.804], [-1.149, -0.696, -0.384]],
  "mulliken_charge": [-0.374, -0.112, 0.429, -0.277, -0.159, -0.039, -0.195, -0.111, -0.264, -0.119, 0.300, 0.359, 0.410, 0.369, 0.383, 0.400],
  "total_charge": 1,
  "orbital_gap_ev": [8.7, 6.5],
  "e_homo_ev": [-13.800, -12.555],
  "e_lumo_ev": [-5.07, -6.02]
}

Relative energy (zero: lowest compared OMol25 entry of this formula, charge and spin) per entry: 10.5; 91.5; 93.5 kcal/mol